Density functional theory data (the ωB97M-V functional and the def2-TZVPD basis) for a structure of composition C24H27CdN5O7S4.

Orbital gap: 6.916 eV
Energy: -3491.7547 Ha
Spin multiplicity: 1
Highest occupied orbital energy: -7.55 eV
Net charge: 0

Each line ends with the natural charge from an NBO analysis.
Positions of all 68 atoms, in Å:
Cd  -0.205  -0.145  0.282  1.65
C  2.521  1.741  1.809  -0.68
C  1.361  2.559  1.373  0.12
N  0.230  2.100  0.934  -0.54
C  -0.676  3.094  0.637  0.12
C  -0.198  4.352  0.835  -0.43
S  1.398  4.288  1.448  0.44
C  -2.031  2.739  0.231  0.08
C  -3.030  3.602  -0.096  -0.43
S  -4.465  2.739  -0.430  0.42
C  -3.631  1.235  -0.106  0.14
N  -2.388  1.412  0.217  -0.49
C  -4.354  -0.051  -0.241  -0.68
H  2.174  0.963  2.487  0.27
H  3.267  2.366  2.298  0.22
H  2.949  1.242  0.938  0.27
H  -0.700  5.293  0.685  0.24
H  -3.001  4.678  -0.157  0.24
H  -5.380  0.043  0.116  0.22
H  -3.841  -0.832  0.303  0.28
H  -4.377  -0.356  -1.289  0.26
C  -0.837  -1.108  5.014  -0.25
O  -0.268  -2.060  4.115  -0.50
C  0.309  -1.544  3.024  0.91
O  0.329  -0.352  2.762  -0.72
N  0.903  -2.516  2.287  -0.47
N  1.379  -2.127  1.026  -0.73
H  -1.081  -1.663  5.915  0.20
H  -1.736  -0.666  4.585  0.20
H  -0.120  -0.321  5.237  0.19
H  0.488  -3.434  2.360  0.40
H  0.856  -2.671  0.322  0.43
H  2.361  -2.366  0.960  0.37
C  3.619  -0.069  -5.029  -0.25
O  4.079  0.418  -3.778  -0.49
C  3.689  1.644  -3.387  0.29
C  2.894  2.475  -4.170  -0.28
C  2.664  3.788  -3.806  -0.19
C  3.249  4.306  -2.662  -0.24
C  3.996  3.474  -1.851  -0.22
C  4.192  2.132  -2.167  0.16
N  4.992  1.383  -1.276  -0.55
C  5.054  0.075  -0.937  0.20
C  4.168  -0.971  -1.084  -0.28
C  4.723  -2.293  -0.998  -0.14
C  4.003  -3.386  -1.336  -0.29
C  2.671  -3.223  -1.828  -0.16
C  2.064  -2.013  -1.833  -0.28
C  2.721  -0.845  -1.297  0.49
O  2.099  0.183  -0.939  -0.70
H  4.055  -1.059  -5.130  0.21
H  3.962  0.571  -5.846  0.18
H  2.530  -0.150  -5.055  0.19
H  2.459  2.095  -5.083  0.23
H  2.052  4.416  -4.440  0.22
H  3.111  5.343  -2.390  0.22
H  4.436  3.863  -0.939  0.21
H  5.645  1.969  -0.781  0.40
H  6.016  -0.176  -0.502  0.19
H  5.768  -2.387  -0.720  0.21
H  4.441  -4.374  -1.284  0.22
H  2.128  -4.092  -2.178  0.23
H  1.042  -1.896  -2.161  0.26
O  -2.956  -3.034  -0.595  -0.98
S  -1.666  -2.439  -0.356  2.22
O  -1.610  -1.701  0.954  -1.14
O  -0.555  -3.397  -0.440  -1.04
S  -1.288  -0.979  -1.751  -0.80